Entry 1:
This record from OMol25 describes 3 unconnected molecules or ions with the total composition C4H13NO3 in a non-equilibrium geometry. The level of theory is the ωB97M-V functional and the def2-TZVPD basis.

Structure (ORCA input):
```
! RIJCOSX wB97M-V def2-TZVPD def2/J DEFGRID3
* xyz 1 2
O 1.78 -0.56 -2.44
C 1.13 0.28 -1.90
C 0.62 0.34 -0.42
C -0.91 -0.07 -0.52
C -1.50 -0.17 0.79
N 1.01 1.58 0.22
H 0.93 1.26 -2.39
H 1.20 -0.40 0.10
H -0.82 -1.11 -0.95
H -1.52 0.64 -1.26
H -0.94 -0.90 1.34
H -1.46 0.77 1.35
H -2.57 -0.46 0.75
H 0.47 1.79 1.17
H 1.08 2.42 -0.39
H 0.55 -1.91 -2.33
H 1.08 -2.68 -1.24
O 0.22 -2.66 -1.85
H -0.46 0.20 4.00
H 0.53 0.93 2.85
O -0.42 0.69 3.13
*
```

The value obtained for the HOMO energy (spin up / spin down) is -14.71 / -14.62 eV. Its LUMO energy (spin up / spin down) is -4.26 / -9.20 eV. The calculation puts the frontier orbital gap (spin up / spin down) at 10.45 / 5.42 eV. As for the molar mass: 123.2 g/mol. For the energy, the calculation gives -440.25794 a.u.

How positive or negative is each atom? The Mulliken charges in e answer that: O -0.44; C -0.14; C 0.11; C -0.13; C -1.32; N -0.16; H 0.32; H 0.25; H 0.43; H 0.32; H 0.35; H 0.33; H 0.38; H 0.26; H 0.36; H 0.38; H 0.34; O -0.68; H 0.31; H 0.30; O -0.62

---

Entry 2:
This record from OMol25 describes 2 unconnected molecules or ions with the total composition C4H13NOS in a non-equilibrium geometry. The level of theory is the ωB97M-V functional and the def2-TZVPD basis.

Structure (ORCA input):
```
! RIJCOSX wB97M-V def2-TZVPD def2/J DEFGRID3
* xyz 0 1
C -0.84 -3.17 1.30
N -1.06 -1.71 0.85
C -0.14 -1.32 -0.26
C 0.06 0.21 -0.24
C 0.34 0.74 1.18
S 2.06 0.79 1.80
H 0.24 -3.24 1.42
H -1.59 -3.37 2.05
H -1.10 -3.83 0.47
H -2.01 -1.84 0.48
H 0.83 -1.77 -0.05
H -0.48 -1.71 -1.22
H 0.78 0.52 -1.04
H -0.94 0.56 -0.48
H -0.03 1.76 1.21
H -0.11 0.21 2.01
H 2.38 2.11 1.95
O -1.96 3.17 -5.41
H -1.36 2.46 -5.62
H -2.75 2.76 -5.04
*
```

The value obtained for the HOMO energy is -8.71 eV. Its LUMO energy is 0.66 eV. The calculation puts the frontier orbital gap at 9.37 eV. As for the molar mass: 123.2 g/mol. The structure (SMILES) is CNCCCS.O. For the energy, the calculation gives -688.33088 a.u.

How positive or negative is each atom? The Mulliken charges in e answer that: C -0.85; N -0.38; C -0.68; C -0.55; C -0.61; S -0.27; H 0.31; H 0.29; H 0.32; H 0.24; H 0.37; H 0.37; H 0.33; H 0.28; H 0.37; H 0.34; H 0.12; O -0.64; H 0.32; H 0.32

---

Entry 3:
This record from OMol25 describes 2 unconnected molecules or ions with the total composition C4H13NOS in a non-equilibrium geometry. The level of theory is the ωB97M-V functional and the def2-TZVPD basis.

Structure (ORCA input):
```
! RIJCOSX wB97M-V def2-TZVPD def2/J DEFGRID3
* xyz 0 1
N -1.68 -0.79 0.24
C -0.31 -1.21 0.87
C 0.86 -1.43 -0.06
C 0.89 -0.36 -1.21
C 0.79 1.17 -0.81
S 1.98 1.75 0.51
H -2.44 -1.06 0.78
H -1.63 -1.34 -0.59
H -0.07 -0.33 1.49
H -0.38 -2.09 1.43
H 1.79 -1.19 0.42
H 0.85 -2.51 -0.40
H 0.10 -0.56 -1.96
H 1.80 -0.42 -1.90
H -0.29 1.36 -0.56
H 0.91 1.82 -1.78
H 3.17 1.89 -0.18
O -2.49 1.74 1.21
H -1.83 1.07 0.93
H -2.00 2.50 1.58
*
```

The value obtained for the HOMO energy is -9.26 eV. Its LUMO energy is 0.69 eV. The calculation puts the frontier orbital gap at 9.94 eV. As for the molar mass: 123.2 g/mol. The structure (SMILES) is NCCCCS.O. For the energy, the calculation gives -688.33941 a.u.

How positive or negative is each atom? The Mulliken charges in e answer that: N -0.60; C -0.45; C -0.60; C -0.58; C -0.51; S -0.22; H 0.20; H 0.20; H 0.20; H 0.42; H 0.32; H 0.28; H 0.34; H 0.36; H 0.19; H 0.35; H 0.13; O -0.70; H 0.34; H 0.32

---

Computed values of ΔE to the lowest compared entry with this formula, charge and spin (unit: kJ/mol) for the preceding records, in sequence: 346.84; 151.86; 129.47.